DFT (ωB97M-V/def2-TZVPD) results for C34H76HfNO15 as an isolated structure at a distorted geometry.

Geometry (Å):
H (2.4714, -3.0707, -2.4752)
H (-2.0430, 4.6570, 0.9282)
C (-0.5423, -0.3729, 0.6283)
H (-3.4899, 2.4235, 2.5193)
H (-0.9548, -0.1701, -5.0357)
C (-7.3135, -1.9016, -2.1272)
C (2.6050, -3.4635, 1.7840)
H (6.8831, -1.2268, -2.2600)
H (-0.9001, -2.4626, 0.1409)
H (4.5080, 6.2244, 2.5286)
H (-2.2249, 1.5010, 4.5255)
H (2.5803, 5.8174, -1.6811)
H (-2.3579, -6.1295, -7.4734)
O (1.3320, -0.8153, 6.1786)
C (-5.7854, -0.2378, -1.2638)
H (-1.6081, -0.3267, 0.8875)
H (3.0498, 4.3479, 2.1145)
C (5.3128, -3.1265, -2.2199)
C (-1.5931, 0.8578, 3.9126)
H (2.5076, -4.7496, -3.0798)
H (-4.3987, -3.3825, -1.2599)
H (3.8228, 7.5013, 1.8235)
H (1.4550, -4.1798, -1.6941)
O (-1.2944, -2.1679, -5.0761)
O (-1.4384, -4.4741, -6.6563)
H (4.8954, -5.2486, -2.4852)
H (-0.1780, 4.1854, -2.9931)
H (4.5738, -2.6815, -2.8927)
H (1.0515, 3.6715, 1.0462)
H (-5.5343, 1.9044, 1.3754)
O (3.5958, 5.6645, 0.6995)
O (2.7803, -1.0101, 1.5471)
C (-0.3917, -1.6030, -0.2958)
O (0.2079, -0.4158, 1.7979)
H (-3.0333, 2.2331, 0.9094)
H (0.8448, 6.1983, -2.0082)
H (-0.7244, -4.7954, -4.7772)
C (-4.8391, -1.2375, -1.0157)
H (-1.1701, 1.5819, 3.2152)
H (-0.9053, 3.2524, -1.6220)
H (4.5179, 0.0917, 1.2765)
H (6.2594, -3.2601, -2.7469)
H (1.8699, 5.7084, 1.9099)
O (-1.5191, 2.7257, -4.6594)
H (-6.4382, 3.3387, 1.3819)
H (3.2434, -2.3574, 0.0345)
H (-0.7246, 5.6031, 4.2141)
H (0.6139, -5.0290, 2.4218)
C (-1.3574, -5.7207, -7.2625)
H (-2.4018, -5.3010, -4.9693)
H (2.9454, -2.1341, 6.6026)
H (0.0271, 4.3421, 3.2813)
C (3.3379, -2.2820, 1.1187)
H (6.4586, -0.5305, -0.5831)
H (4.4095, -2.2611, 1.3186)
H (-1.0378, -5.5420, -8.2901)
H (5.2273, 6.8323, 1.0274)
C (-3.2677, 3.0289, 1.6308)
C (-0.3084, 0.8920, -0.1591)
H (-3.1606, -3.0466, -5.1606)
H (-2.1949, 0.1646, 3.3271)
H (-0.6854, -3.8652, 2.2765)
H (0.3437, -4.3340, 0.9010)
O (5.5445, -2.3056, -1.0882)
H (0.8466, 1.0312, 6.8468)
H (0.2311, -0.1871, 7.9470)
C (-5.5096, 2.9233, 0.9863)
C (-0.4813, 3.2144, -2.6198)
H (0.2996, 2.4521, -2.6064)
C (4.7406, -4.4911, -1.7166)
C (2.4243, -4.1270, -2.1915)
C (-2.0322, 3.9053, 1.7222)
H (3.2975, -0.4377, 6.8383)
H (-7.7554, 0.1677, -1.9956)
O (-2.4344, 1.9878, -2.8970)
C (1.5874, 5.9311, -1.2521)
H (-1.3466, -0.9076, 6.1956)
C (3.4734, 0.0833, 0.9596)
C (4.2876, 6.5583, 1.5039)
C (-1.7213, -0.8903, -4.7358)
O (3.4122, -4.3719, -1.1775)
H (2.9735, 1.0417, 1.0973)
H (-1.1109, 3.3205, 1.6129)
H (-5.4526, 0.7703, -1.0604)
O (0.9370, 4.9193, -0.4929)
C (2.5120, -1.1923, 6.9375)
H (-6.5550, -3.9179, -2.1415)
H (-0.8388, -6.5000, -6.7004)
H (-1.7539, -0.6732, -3.6599)
H (-3.8720, -1.0015, -0.5892)
C (6.1428, -1.0605, -1.4819)
O (-1.9601, 4.6128, 2.9566)
O (1.2908, -3.0538, 2.2412)
C (-2.1701, -3.2482, -4.7419)
H (-5.6330, 2.9971, -0.0943)
H (3.5602, 0.0519, -0.1302)
H (2.3213, 3.4320, -0.1268)
H (-2.6055, -0.6315, -5.3222)
H (-0.5173, 1.8634, 0.2841)
C (-6.9985, -0.5808, -1.8019)
C (1.7690, 4.2078, 0.4136)
H (5.3631, -4.7597, -0.8630)
O (-0.5339, 0.2922, 4.7008)
H (1.5654, 6.8598, -0.6735)
H (-8.2392, -2.0651, -2.6592)
O (-4.4120, 3.7983, 1.3396)
C (-6.3481, -2.8959, -1.8537)
H (-0.9254, -1.4157, -1.2270)
C (0.4098, 0.0300, 6.8952)
H (3.2011, -3.5612, 2.6990)
C (-0.8769, 0.0710, 6.0723)
C (0.3334, -4.0781, 1.9615)
H (2.5903, -4.3542, 1.1612)
C (-5.0977, -2.5636, -1.3585)
H (5.3076, -0.4162, -1.7816)
H (2.3779, -1.2089, 8.0187)
H (-1.5314, 0.8585, 6.4410)
H (-2.2291, -3.2512, -3.6485)
Hf (1.4772, -1.1200, 3.5671)
H (0.6690, -1.7844, -0.4751)
H (0.7067, 0.9104, -0.5719)
C (-1.6686, -4.5491, -5.2807)
H (-0.8908, 0.8152, -1.0802)
H (-0.4412, 5.9210, 2.4773)
C (2.5657, 5.0332, 1.4054)
N (-1.4872, 2.5434, -3.4641)
C (-0.7027, 5.1618, 3.2181)

- E_HOMO (Ha) = -0.5209
- HOMO-LUMO gap (eV) = 1.35
- M (u) = 917.46
- calculated total energy (a.u.) = -2570.88345
- total charge = +3

DFT (ωB97M-V/def2-TZVPD) results for a 9-piece molecular cluster, C34H77N7O8 overall at a distorted geometry.

Geometry (Å):
C (5.4328, 1.9100, -4.4444)
C (-2.9553, 1.5212, 1.9994)
H (-3.2777, -2.6047, 2.3438)
O (6.5501, -5.0555, -0.0961)
H (2.9671, -5.4088, 1.8625)
H (-3.8838, 1.9482, 2.3786)
H (-2.4307, 1.9503, -1.5270)
C (0.3630, -0.0231, -0.5177)
C (-6.6231, -2.9452, 1.7144)
H (1.2517, 4.8412, 0.4737)
H (1.7261, -3.2062, 4.1875)
H (2.1161, 0.6954, 2.9242)
C (-4.2230, -2.3138, 1.8856)
H (6.9092, -2.9323, 1.5893)
H (-0.5220, -5.6291, -2.1853)
N (2.4861, -3.7681, 4.5434)
C (3.3523, 3.8416, -1.7992)
H (2.5216, 4.6146, -3.5566)
C (3.2796, 3.8614, -3.3417)
H (0.1357, -0.3032, -1.5463)
H (5.6768, 3.1339, -2.6627)
H (4.3976, 1.5899, -4.3261)
H (-4.2502, 3.5054, -3.1184)
H (-0.7473, -0.9856, 5.1036)
H (-3.0425, 4.6715, 2.7338)
H (-3.0863, 1.0911, 1.0064)
O (2.5338, -0.6929, 0.1729)
H (-3.9284, 3.8956, 1.6653)
H (0.9696, -4.9077, -1.0161)
H (-6.8428, -1.8623, 3.6245)
H (-5.2415, -4.3206, -0.5945)
H (2.3298, 3.7993, -1.4238)
C (0.0660, -6.4392, -0.2325)
H (1.7522, 1.5246, 4.5035)
C (-3.1809, 3.5177, -2.9073)
H (-0.3076, 4.5376, 2.3814)
H (-0.2908, 0.8077, -0.2523)
H (5.9090, 1.0560, -3.9628)
H (2.5839, 5.7467, -5.4882)
H (-3.6007, -2.9539, -0.0977)
H (-3.1506, 1.3296, -3.1394)
H (4.3694, -4.7093, -1.1416)
H (-3.0277, 4.1976, -2.0692)
H (3.9103, 4.6667, -1.3565)
H (5.1451, -2.4892, 1.3162)
O (-1.2053, 3.2489, -4.0977)
N (0.7924, -5.3467, -0.1239)
H (-0.6459, 5.6811, 1.2010)
C (-1.8399, 2.6473, 2.0409)
C (2.2095, -5.4649, 2.6442)
H (-8.0323, -1.4755, 2.4009)
H (1.4186, -4.7656, 2.3730)
H (-3.0443, 3.9001, -5.0598)
C (0.5173, 4.0378, 0.5312)
H (3.7356, 5.9416, -6.8215)
C (-3.4626, 5.9610, 1.0090)
H (-2.8121, 6.7910, 1.2847)
H (-5.7828, -5.3554, 1.9370)
O (-0.0389, -7.2661, 0.5878)
C (-2.4643, 4.0298, -4.1461)
H (2.7752, 0.0744, 4.3058)
H (2.8249, -3.6440, 5.4867)
H (0.0079, -1.0769, 1.4164)
C (5.8791, -3.2754, 1.4925)
C (-1.3253, 2.2582, -3.2635)
N (-5.2663, -3.3596, 2.0459)
H (5.6904, -3.7239, 2.4678)
H (2.0590, 1.3703, -0.1938)
H (-1.8025, -6.2741, -1.1208)
C (-3.0897, 4.5917, 1.6478)
H (-0.6890, 0.8118, 4.8209)
H (-5.3594, -5.9220, -0.2717)
H (-2.6240, 0.8174, 2.7630)
H (-0.7279, -7.2727, -2.0747)
C (0.7880, -0.5206, 4.1077)
O (-0.1913, 1.7278, -3.0290)
C (3.6418, 5.8060, -5.7440)
C (-3.7283, -2.0107, 0.4334)
H (-4.5156, 6.2421, 1.0218)
H (4.2027, 6.6491, -5.3406)
H (0.0734, 3.8517, -0.4468)
H (-6.5888, -2.4925, 0.7234)
H (1.9286, -6.5172, 2.6020)
C (1.9088, 0.3740, -0.6097)
H (-7.3834, -3.7235, 1.6498)
N (-0.3654, -0.1383, 4.7083)
C (0.3096, -1.2336, 0.3808)
H (-0.3501, -2.0181, 0.0102)
N (4.5696, -4.1532, -0.3226)
H (3.7856, 2.8884, -1.4962)
C (-4.9169, -4.7567, 1.6543)
H (-2.7986, -1.4423, 0.4600)
C (4.4178, 4.5546, -5.4393)
O (2.0761, -2.7710, 0.8451)
C (5.7448, -4.2142, 0.2897)
H (-6.4643, -0.7460, 2.3413)
H (5.3635, 4.6575, -5.9713)
H (-4.1292, -5.2583, 2.2164)
C (2.8561, -4.8943, 3.9051)
C (-0.6671, 4.6022, 1.3544)
H (3.7927, 3.7293, -5.7801)
H (-3.0692, 5.7651, 0.0115)
O (0.9825, -1.6860, 3.7313)
C (1.8648, 0.5762, 3.9781)
H (1.4985, -5.2234, 0.5877)
H (-4.3548, -1.2754, -0.0716)
H (-4.3792, -1.3901, 2.4429)
O (3.8016, -5.5596, 4.3659)
H (2.4366, 0.4683, -1.5587)
H (-3.8408, -5.3835, -0.1490)
C (-0.7667, -6.3868, -1.4409)
H (0.9084, 3.0975, 0.9198)
C (-2.6397, 2.1160, -2.5839)
N (-1.9351, 3.8149, 1.1648)
C (-4.8422, -5.0443, 0.1160)
H (6.5152, 3.8382, -4.0739)
H (-1.6404, 2.8691, 3.0893)
H (2.8827, 2.9169, -3.7138)
H (-2.0940, 5.0145, -3.8610)
C (1.7173, -1.6791, 0.4589)
N (4.5312, 4.2449, -3.9996)
C (5.6374, 3.2839, -3.7416)
H (5.6429, 1.9475, -5.5133)
H (-0.9319, 2.1721, 1.6698)
C (-6.9741, -1.6850, 2.5570)
H (3.8695, -3.6474, 0.2011)

- relative energy (zero: lowest compared OMol25 entry of this formula, charge and spin) (kJ/mol) = 333.83
- E_HOMO (Ha) = -0.2974
- HOMO-LUMO gap (eV) = 8.18
- M (u) = 712.03
- calculated total energy (a.u.) = -2326.77894
- SMILES string = CCN(CC)CC.CCN(CC)CC.CCN(CC)CC.O=C1CCCO1.O=C1CCCO1.CC(N)=O.CC(N)=O.CC(N)=O.CC(N)=O

DFT (ωB97M-V/def2-TZVPD) results for a 12-piece molecular cluster, C34H78Cl14O10 overall at a distorted geometry.

Geometry (Å):
H (-0.4933, -6.6155, 1.2629)
C (2.9992, 3.0298, -1.2419)
H (-3.4043, -3.1795, -1.4125)
H (-0.2872, 1.1789, -7.0321)
H (0.3498, -6.5764, -3.5256)
H (-5.2214, 7.4364, -2.8088)
H (-0.4515, 0.8380, -2.3151)
C (-0.6798, 0.4787, 5.1220)
C (3.5437, -3.1950, 6.5801)
H (-1.9909, -6.1917, 0.4428)
H (3.9152, -3.0411, -1.0913)
H (2.0858, 4.2405, -4.8944)
C (0.2997, 1.6519, 4.7863)
C (-0.9043, -6.1458, 0.3692)
C (0.3442, 3.0563, -4.4479)
C (2.4670, -4.3400, -0.1722)
C (-2.7609, 3.3055, 3.1246)
C (2.2607, -2.0676, 2.8730)
H (0.5712, 5.2304, -4.9718)
H (0.5388, -0.1615, 1.9677)
H (-2.0678, 1.5673, 7.0679)
H (-5.0777, 8.7026, -1.6015)
Cl (3.6618, -5.3392, 4.9387)
H (0.5429, 3.9013, 3.7443)
H (2.2773, -4.8886, -1.0948)
C (3.7983, -3.6827, -0.2180)
C (-1.5321, -3.3498, -2.5185)
Cl (5.2730, -4.8046, -0.1440)
O (0.2742, 1.9076, 3.4535)
O (1.3820, 4.9743, -3.1429)
O (-1.2678, 5.9455, -0.8846)
O (0.3386, 1.0549, -0.3572)
H (-1.5067, 1.5161, -5.7454)
H (3.1378, -3.7392, -4.0680)
H (3.2694, -3.0538, -6.4480)
H (-4.3751, -0.7953, 3.1633)
C (-0.4472, 1.4117, -5.9794)
C (1.1066, 4.4331, -4.4562)
H (-0.4395, -3.0449, 1.5349)
H (2.1569, 6.9400, -3.7204)
C (0.9137, -0.2809, -0.1286)
H (0.9849, 3.2834, 2.1744)
O (-0.9884, -6.3093, -1.9581)
H (3.2047, -1.5546, 3.0573)
H (-0.0593, 4.3556, -0.9164)
H (-0.8664, -3.2613, -1.6599)
H (3.9980, 3.5369, -3.2361)
Cl (-2.8168, -1.2596, 0.8453)
H (-0.4293, -4.5180, 2.4189)
H (2.7017, 6.3040, -2.1462)
C (-0.2313, 5.2461, -0.3118)
C (-0.7532, 0.9613, -1.2750)
H (-3.1128, -2.0231, 3.5493)
H (-0.3618, 4.9772, 0.7364)
H (-3.7357, 8.4733, -2.7916)
H (2.5154, -3.1050, 3.0898)
C (-2.4391, 5.1786, -1.2040)
C (3.7755, -4.7162, 6.5783)
H (-1.9179, 3.5210, 3.7811)
Cl (-3.6857, 2.0349, 0.8198)
H (-0.5715, -0.3876, 4.4695)
H (0.9579, 2.3845, -3.8477)
Cl (-1.6435, -1.6952, -3.1379)
H (-2.9246, 4.7575, -0.3236)
H (-3.8689, -3.3483, 1.4192)
C (-3.3413, 5.9966, -2.1019)
H (2.8214, 2.1838, -0.5780)
H (-2.7811, 6.3142, -2.9813)
O (-0.4727, -4.7889, 0.3304)
H (2.5087, -2.9811, 6.3135)
H (-1.9027, -4.0199, 1.5686)
H (-0.6615, 3.1845, -4.0477)
O (0.3386, 2.5577, -5.8022)
H (-0.5378, -7.9756, -0.8388)
O (1.8433, -1.7635, 1.5651)
Cl (1.4321, -1.5948, -6.5393)
H (2.0424, 3.0428, 3.6490)
H (-3.5712, 1.7205, 6.2428)
H (3.2295, 5.6108, -3.6653)
H (-3.5268, 2.9994, 3.8372)
H (3.5616, -1.6192, -5.4074)
H (3.9601, -3.0180, 0.6307)
H (0.0185, 2.5240, 5.3767)
C (-2.8958, -3.9133, -2.0379)
H (-1.2205, 1.9456, -1.3017)
C (2.8426, -2.3838, -5.7017)
C (2.3476, -3.0905, -4.4460)
H (3.7233, -2.7779, 7.5711)
H (0.6518, 5.8816, -0.3782)
H (1.5429, -1.6393, 3.5726)
H (-0.7945, -7.9236, -3.2161)
Cl (3.9049, 4.1342, -0.2156)
H (2.0175, 3.4087, -1.5263)
C (1.0317, 3.0668, 3.2417)
H (-2.3701, 2.8823, 5.8582)
H (-0.5564, 0.0208, 6.1034)
C (-4.0833, -1.8428, 3.0870)
H (2.9980, -5.1969, 7.1722)
C (-4.0890, -2.2929, 1.5794)
H (1.6540, -3.6251, -0.0450)
H (-4.1507, 5.3430, -2.4273)
H (1.7207, -0.3759, -0.8552)
H (1.4059, -3.6362, -4.5052)
C (-0.6636, -6.8416, -3.2242)
O (-2.1089, 0.9588, 5.0716)
Cl (2.1780, -1.9135, -3.0852)
H (-2.9286, -4.7635, -1.3566)
H (-1.5026, 0.1995, -1.0600)
C (-2.4959, 1.8269, 6.0997)
Cl (-3.1894, 4.7610, 2.2876)
H (0.2729, -1.0995, -0.4562)
H (4.7788, -4.9937, 6.9014)
H (4.8306, 2.4559, -2.0923)
C (-0.8156, -4.0675, 1.5046)
C (-4.5085, 7.9877, -2.1957)
C (3.8620, 2.7434, -2.5012)
H (-2.0972, 4.2420, -1.6444)
H (0.0605, 0.5639, -5.5194)
H (-1.3204, -6.3834, -3.9637)
H (-2.3212, 1.2606, 2.7156)
Cl (-3.9989, -4.2164, -3.3037)
H (-1.4982, 2.4720, 1.6299)
Cl (3.3200, 1.2561, -3.3353)
Cl (4.6523, -2.2315, 5.5314)
H (2.2308, 0.1410, 1.4788)
O (-3.8372, 7.0680, -1.3362)
H (-1.0741, -3.9535, -3.3019)
C (1.3555, -0.4900, 1.3248)
C (2.3689, 6.0363, -3.1491)
C (-2.4165, 2.1814, 2.1402)
H (-5.0473, -2.0550, 1.1178)
Cl (-5.2264, -2.7989, 4.0362)
C (-0.3463, -6.9025, -0.8333)
H (1.3290, 1.4187, 5.0588)
H (0.7223, -6.8464, -1.0409)
Cl (2.4619, -5.5185, 1.2777)

- multiplicity = 2
- E_HOMO (spin up / spin down) (Ha) = -0.4178 / -0.4178
- HOMO-LUMO gap (spin up / spin down) (eV) = 9.49 / 3.14
- M (u) = 1143.33
- ⟨S²⟩ = 0.7544
- calculated total energy (a.u.) = -8536.76686
- total charge = +1